Formula: C30H39MoO7Si
Source: the Open Molecules 2025 dataset
Level of theory: wB97M-V/def2-TZVPD

Cartesian coordinates (Å):
C (2.506, 1.645, -0.785)
H (3.204, 3.049, -2.258)
C (1.783, -4.301, 0.821)
C (3.131, -3.703, 2.723)
H (1.552, 2.656, 2.024)
C (1.064, 0.691, 2.771)
H (0.086, -0.554, -4.424)
H (3.185, -1.635, 3.238)
H (4.503, -0.040, 1.374)
H (0.717, 3.842, 4.015)
H (-2.923, 1.103, -3.663)
C (2.627, -4.668, 1.862)
C (0.819, -1.415, -2.562)
C (-2.577, -1.826, -2.957)
O (-2.332, -0.931, 0.609)
H (-0.281, 0.103, 5.845)
H (2.892, -5.707, 2.003)
C (-0.834, 1.715, -3.674)
H (-3.032, -2.731, -0.086)
C (-2.152, 2.921, 0.212)
H (-0.215, 2.600, -3.539)
H (-0.214, 2.569, 5.914)
Mo (-1.144, 0.031, -0.881)
H (3.784, -3.991, 3.534)
C (0.090, 0.656, 4.993)
H (1.465, 1.819, -1.049)
H (0.795, -2.703, -0.181)
H (-3.436, -0.541, 2.316)
H (-4.761, -1.637, -1.585)
H (-2.682, 2.853, -3.638)
H (-4.175, -1.866, 0.944)
C (0.652, 2.764, 3.961)
C (-4.004, -1.053, -1.064)
H (-1.576, 3.612, 0.828)
H (-0.898, -3.143, -3.322)
C (0.577, -0.257, -3.495)
C (1.454, -2.968, 0.639)
O (-0.327, 0.661, -2.798)
O (-1.795, 1.557, 0.529)
C (1.118, 2.090, 2.842)
H (6.214, 1.222, 0.168)
H (-1.700, -0.825, 2.560)
C (1.949, -1.978, 1.496)
H (5.581, 2.754, -1.661)
Si (1.634, -0.189, 1.267)
O (-0.439, -1.701, -1.892)
C (-1.378, -2.626, -2.491)
C (4.197, 0.632, 0.579)
H (-3.218, 3.040, 0.412)
O (0.209, -0.156, 0.141)
C (2.843, 0.768, 0.250)
H (-0.769, 3.127, -1.428)
H (1.181, -2.307, -3.071)
H (1.511, 0.259, -3.723)
H (-3.090, 1.748, 2.114)
C (-1.844, 3.055, -1.247)
H (-2.344, 3.923, -1.677)
O (-2.876, -0.801, -1.961)
H (-0.743, 1.384, -4.708)
H (-4.407, -0.067, -0.834)
C (3.480, 2.357, -1.471)
C (-2.441, -0.324, 1.937)
H (0.548, -1.100, 3.862)
C (-2.286, 1.900, -3.286)
O (-2.358, 1.840, -1.850)
C (0.554, -0.014, 3.872)
C (-3.442, -1.749, 0.148)
C (4.817, 2.201, -1.131)
H (-1.384, 1.475, 2.551)
C (0.132, 2.046, 5.032)
C (-2.187, 1.186, 1.875)
H (1.517, -1.156, -1.766)
H (-1.621, -3.357, -1.722)
H (-3.453, -2.459, -3.096)
C (2.791, -2.371, 2.544)
C (5.174, 1.341, -0.103)
H (1.393, -5.061, 0.157)
H (-2.386, -1.287, -3.885)

Output
Gap between HOMO and LUMO (alpha / beta): 6.30 / 6.31 eV
Charge: +3
Calculated total energy: -2049.9876 a.u.
LUMO (alpha / beta): -0.3714 / -0.3710 hartree

Listed below, in e, are the Löwdin charges computed for each atom:
1. C -0.121
2. H 0.110
3. C -0.059
4. C -0.038
5. H 0.110
6. C -0.257
7. H 0.145
8. H 0.116
9. H 0.112
10. H 0.120
11. H 0.134
12. C -0.037
13. C -0.091
14. C -0.075
15. O -0.279
16. H 0.122
17. H 0.124
18. C -0.084
19. H 0.142
20. C -0.089
21. H 0.147
22. H 0.124
23. Mo 1.927
24. H 0.124
25. C -0.047
26. H 0.071
27. H 0.069
28. H 0.143
29. H 0.156
30. H 0.158
31. H 0.155
32. C -0.056
33. C -0.070
34. H 0.160
35. H 0.159
36. C -0.079
37. C -0.094
38. O -0.290
39. O -0.299
40. C -0.089
41. H 0.125
42. H 0.132
43. C -0.247
44. H 0.123
45. Si 0.702
46. O -0.318
47. C -0.075
48. C -0.061
49. H 0.152
50. O -0.385
51. C -0.248
52. H 0.133
53. H 0.163
54. H 0.160
55. H 0.147
56. C -0.111
57. H 0.162
58. O -0.297
59. H 0.150
60. H 0.151
61. C -0.068
62. C -0.047
63. H 0.109
64. C -0.106
65. O -0.245
66. C -0.102
67. C -0.079
68. C -0.039
69. H 0.107
70. C -0.038
71. C -0.075
72. H 0.121
73. H 0.143
74. H 0.156
75. C -0.083
76. C -0.036
77. H 0.112
78. H 0.140